Entry 1:
20
Properties=species:S:1:pos:R:3:forces:R:3 method="wB97M-V/def2-TZVPD" gap_ev=6.1207 charge=-2
C -1.66583 -1.34826 -0.89436 -1.9 1.2 0.7
C -2.34903 -0.93903 -1.96717 1.1 -2.6 -0.8
C -1.78799 -0.58668 0.40495 3.5 4.3 -4.1
C 0.98674 1.94250 1.05958 0.6 -0.8 0.4
N 2.64110 -0.29021 0.23856 -1.2 0.7 0.1
O 1.77466 -2.62716 -0.11637 -0.5 0.3 0.2
O 0.68255 -1.11454 1.58150 0.5 -0.8 -0.9
O 1.98932 1.63470 -1.31778 -0.5 0.0 -1.1
O 3.59893 2.00750 0.42597 -0.4 -0.3 0.6
S 1.18091 -1.27099 0.12976 2.1 0.3 1.3
S 2.40002 1.24826 0.02176 0.3 0.4 -0.6
H -2.84062 -0.02296 -1.80966 -0.9 1.0 -0.7
H -2.37724 -1.58444 -2.91305 0.0 1.4 1.2
H -1.11513 -2.24211 -0.82696 0.6 -1.1 -0.3
H -2.41221 -0.92274 1.06902 -3.8 -2.6 3.6
H -2.15256 0.51288 0.19249 0.7 -1.8 0.2
H -0.78604 -0.57042 0.90469 -1.1 0.3 -0.1
H 1.55583 2.66374 1.66081 -0.4 -0.7 0.7
H 0.12450 2.49519 0.67691 0.5 -0.1 -1.2
H 0.55209 1.01475 1.47934 0.6 0.8 0.8

---

Entry 2:
16
Properties=species:S:1:pos:R:3:forces:R:3 method="wB97M-V/def2-TZVPD" gap_ev=9.3183 charge=+1 smiles="C=[N+]=[PH2]C(=O)CC"
C -2.50285 -0.85315 -0.69410 3.7 -0.3 -1.6
N -2.33358 -0.14169 0.30229 1.6 2.7 1.2
P -0.95396 0.81505 0.81629 -1.3 -1.9 -0.5
C 0.95829 1.36233 0.31162 -1.3 0.9 -0.1
O 1.25160 2.39605 0.78220 -0.2 -0.3 0.2
C 1.60038 0.39773 -0.54584 1.0 -0.8 0.1
C 1.48854 -1.00036 0.12733 0.1 -0.3 -3.0
H -1.66336 -1.23828 -1.35427 -1.1 0.3 0.6
H -3.46540 -0.88379 -1.00362 -3.2 -1.4 -1.0
H -0.87185 0.04080 1.95388 0.4 0.7 1.1
H -1.63499 2.01592 0.92096 0.1 0.3 0.5
H 0.99796 0.30121 -1.47941 1.0 0.6 0.2
H 2.67305 0.70700 -0.57664 -0.8 -0.2 -0.8
H 1.66970 -0.90201 1.18775 -0.2 -0.8 0.2
H 2.26274 -1.58743 -0.45483 -0.7 0.3 1.3
H 0.52373 -1.42939 -0.29363 0.8 0.1 1.5

---

Entry 3:
16
Properties=species:S:1:pos:R:3:forces:R:3 method="wB97M-V/def2-TZVPD" gap_ev=9.7478
C 2.34407 -0.99399 0.20594 0.7 -1.0 0.2
C 2.74865 -2.05914 0.58733 -0.3 0.2 -0.5
C -0.12518 1.76897 -1.23860 3.1 -3.3 1.8
C -1.06402 -0.40534 1.53513 -1.8 2.7 0.2
N -1.24851 1.00008 -0.73260 2.9 -0.5 1.9
O -2.04170 -1.36814 -0.70355 -0.1 -0.9 -0.3
S -0.83394 -0.65224 -0.27393 -1.6 1.5 0.2
H 2.07949 -0.10535 -0.28353 -0.2 0.7 0.0
H -1.98557 1.03149 -1.33763 -2.5 -0.7 -1.9
H 3.02875 -3.08015 0.72647 0.0 0.2 0.4
H 0.52846 1.91210 -0.25414 -0.9 0.7 -2.5
H -0.49349 2.57481 -1.77060 -0.4 2.2 -0.4
H 0.56255 1.20303 -2.02967 -1.3 0.8 1.5
H -0.86858 0.78253 1.66587 -0.2 -3.0 0.1
H -2.22720 -0.55921 1.77866 2.7 0.1 -0.7
H -0.40379 -1.04946 2.12485 -0.2 0.3 -0.1

---

Entry 4:
16
Properties=species:S:1:pos:R:3:forces:R:3 method="wB97M-V/def2-TZVPD" gap_ev=5.2102
C -0.56261 -0.11397 0.44503 0.3 -1.5 4.0
N 0.51674 0.43900 1.09268 0.3 0.6 -1.5
C 0.34967 1.65254 1.79971 -1.0 0.1 0.0
O 1.16982 2.50342 1.92350 0.1 -0.4 0.1
C -0.44383 -1.54216 0.05126 -0.8 -0.6 -2.1
C -0.54825 -1.98254 -1.20032 0.6 1.0 -0.3
S 1.24756 1.18466 -1.81158 0.6 0.1 -0.5
H -1.48429 0.00918 1.02193 0.0 0.5 -0.3
H -0.63507 0.62655 -0.61990 0.0 0.4 -1.1
H 1.38846 0.51086 0.53269 -0.1 -0.5 -0.4
H -0.67862 1.68621 2.18974 -0.1 0.4 0.3
H -0.52013 -2.30132 0.81587 0.2 0.4 0.7
H -1.21681 0.99090 -1.05875 0.5 -0.3 0.3
H -0.59306 -3.01593 -1.49202 0.0 -0.3 0.3
H -0.46622 -1.27609 -2.02758 -0.1 -0.1 0.1
H 2.47663 0.62869 -1.66226 -0.4 0.2 0.2

---

E_LUMO: 6.0; -4.9; 0.9; -2.2 (eV)
Relative energy (zero: lowest compared OMol25 entry of this formula, charge and spin): 191.6; 279.8; 524.5; 636.4 (kJ/mol)